(1)
C39H54AsBN3O4Sr | ωB97M-V/def2-TZVPD

Its relative energy (zero: lowest compared OMol25 entry of this formula, charge and spin) is 0.4496 eV.

Structure (ORCA input):
```
! RIJCOSX wB97M-V def2-TZVPD def2/J DEFGRID3
* xyz -1 1
Sr -1.5827 -0.3933 0.5749
O -4.2356 2.8891 1.8928
C -3.6414 1.8814 1.5184
O -2.9274 1.6927 0.4866
C -3.6663 0.6482 2.4787
C -3.5051 0.8262 3.8498
C -3.2170 -0.2758 4.6357
C -3.0698 -1.5211 4.0439
C -3.2531 -1.6343 2.6717
N -3.6136 -0.5728 1.9430
C -2.7770 -2.9384 1.9359
O -2.8377 -3.9813 2.5841
O -2.3082 -2.7257 0.7803
H -3.5615 1.8240 4.2655
H -3.0492 -0.1561 5.6997
H -2.7704 -2.3923 4.6106
C -1.5484 -2.6213 -3.8275
C -2.3135 -1.3475 -4.1700
As -2.4478 -0.1364 -2.6159
C -4.3234 -0.4986 -2.1180
C -4.5667 -1.9372 -1.6746
C -2.7532 1.5994 -3.4956
C -3.6446 1.5963 -4.7266
H -1.4805 -3.2889 -4.6907
H -2.0213 -3.1773 -3.0138
H -0.5350 -2.3836 -3.5096
H -3.3222 -1.5679 -4.5248
H -1.8029 -0.8001 -4.9656
H -4.9538 -0.2649 -2.9763
H -4.5655 0.2141 -1.3252
H -4.3918 -2.6387 -2.4945
H -5.5992 -2.0753 -1.3496
H -3.9228 -2.2421 -0.8456
H -1.7731 2.0069 -3.7364
H -3.1675 2.2352 -2.7097
H -3.2239 0.9833 -5.5279
H -3.7688 2.6066 -5.1220
H -4.6432 1.2115 -4.5070
C 4.3298 -2.1989 -2.7533
C 2.9360 -1.9605 -2.1650
C 2.0505 -3.1955 -2.3331
C 2.3167 -0.7074 -2.7594
C 1.9416 -0.6711 -4.0995
C 1.3826 0.4701 -4.6519
C 1.2005 1.5984 -3.8672
C 1.5602 1.6048 -2.5232
C 1.4008 2.8622 -1.6880
C -0.0119 3.4446 -1.7465
C 2.4443 3.9043 -2.1031
C 2.1128 0.4380 -1.9736
N 2.3901 0.3940 -0.5823
B 1.3804 0.1227 0.4360
N 2.2120 0.2308 1.6357
C 3.5325 0.5341 1.3259
C 3.6435 0.6318 -0.0208
C 1.6909 0.1249 2.9543
C 1.2730 1.2867 3.6222
C 0.6981 1.1633 4.8846
C 0.5348 -0.0794 5.4732
C 0.9330 -1.2219 4.7965
C 1.5079 -1.1445 3.5319
C 1.9511 -2.3974 2.8008
C 3.3865 -2.7587 3.2012
C 1.0104 -3.5848 3.0004
C 1.3619 2.6476 2.9550
C 1.8766 3.7363 3.9012
C 0.0011 3.0361 2.3623
H 4.8087 -3.0576 -2.2739
H 4.9715 -1.3246 -2.6119
H 4.2730 -2.4013 -3.8292
H 3.0468 -1.7868 -1.0971
H 1.8273 -3.4012 -3.3858
H 1.1029 -3.0741 -1.8015
H 2.5531 -4.0782 -1.9254
H 2.0823 -1.5538 -4.7153
H 1.0908 0.4798 -5.6972
H 0.7729 2.4957 -4.3048
H 1.5996 2.5839 -0.6516
H -0.2781 3.7696 -2.7582
H -0.0861 4.3220 -1.0956
H -0.7622 2.7273 -1.4090
H 2.2938 4.2174 -3.1429
H 3.4576 3.5016 -2.0168
H 2.3732 4.7943 -1.4698
H 4.3014 0.6626 2.0784
H 4.5214 0.8488 -0.6168
H 0.3596 2.0542 5.4042
H 0.0809 -0.1617 6.4548
H 0.7821 -2.1926 5.2546
H 1.9540 -2.1537 1.7394
H 3.4443 -2.9914 4.2702
H 4.0701 -1.9307 2.9959
H 3.7334 -3.6348 2.6436
H 1.0065 -3.9413 4.0362
H 1.3306 -4.4230 2.3755
H -0.0227 -3.3487 2.7224
H 2.0647 2.5631 2.1285
H 1.1205 4.0247 4.6389
H 2.1343 4.6358 3.3353
H 2.7677 3.4077 4.4436
H -0.7724 3.0746 3.1382
H -0.3137 2.3164 1.5992
H 0.0472 4.0212 1.8850
*
```

(2)
C39H54IrN2O2P2 | ωB97M-V/def2-TZVPD

The expectation value of S² is 6.0431. Its relative energy (zero: lowest compared OMol25 entry of this formula, charge and spin) is 0.0000 eV.

Structure (ORCA input):
```
! RIJCOSX wB97M-V def2-TZVPD def2/J DEFGRID3
* xyz 1 5
Ir 0.7709 -1.9357 -0.7436
C -0.3381 -3.4096 0.7560
C 1.0608 -3.6256 0.4184
C 0.8930 -2.0070 2.1252
C -0.4007 -2.4732 1.8548
C 1.8111 -2.6189 1.1746
C -1.4684 -4.2368 0.2704
H -1.1876 -4.7248 -0.6664
H -2.3638 -3.6210 0.1061
H -1.7312 -5.0270 0.9914
C -1.6343 -2.1549 2.6033
H -2.5244 -2.4965 2.0660
H -1.7273 -1.0804 2.8217
H -1.6326 -2.6654 3.5744
C 1.2905 -1.1289 3.2518
H 1.6123 -1.7233 4.1214
H 0.4469 -0.5082 3.5844
H 2.1283 -0.4707 2.9898
C 3.2975 -2.5995 1.2445
H 3.6639 -3.3104 2.0057
H 3.6713 -1.6012 1.5030
H 3.7139 -2.8871 0.2742
C 1.6448 -4.8567 -0.1780
H 2.1112 -5.4971 0.5874
H 2.4149 -4.5712 -0.8979
H 0.8812 -5.4351 -0.7022
C -1.4849 -0.5050 -5.3385
C -1.5434 -1.8236 -5.6080
C -0.6567 -2.5602 -6.5536
C 0.7968 -2.0303 -6.6311
C 1.4118 -1.5155 -5.3600
C 1.5414 -0.2082 -5.0981
C 0.7405 0.8653 -5.7788
C -0.7513 0.5328 -6.1320
H -1.0739 -2.5451 -7.5778
H 0.8269 -1.2536 -7.4148
H -0.6331 -3.6197 -6.2535
H -0.8065 0.2929 -7.2090
H -2.1641 -0.1069 -4.5722
H -2.3493 -2.4375 -5.1893
H -1.3019 1.4803 -5.9826
H 0.7512 1.7678 -5.1409
H 2.3497 0.1684 -4.4652
H 1.2175 1.1645 -6.7331
H 1.4153 -2.8784 -6.9707
H 1.8831 -2.2710 -4.7245
P -1.0130 -0.9357 -1.5994
P 1.8918 -0.0255 -1.1237
C -0.4198 0.4581 -2.6141
C 0.8259 1.1498 -2.0706
H -1.2238 1.2033 -2.7178
H -0.2131 0.0437 -3.6050
H 1.4244 1.5893 -2.8869
H 0.5051 1.9703 -1.3942
C 2.3408 0.8581 0.3951
H 3.0408 0.2665 0.9954
H 1.4258 1.0531 0.9764
H 2.8128 1.8199 0.1428
C 3.4118 -0.3957 -2.0522
H 3.5514 0.3005 -2.8927
H 3.3249 -1.4206 -2.4369
H 4.2850 -0.3304 -1.3872
C -2.5350 -0.4265 -0.7896
H -2.8231 -1.1489 -0.0095
H -3.3367 -0.3701 -1.5488
H -2.3974 0.5590 -0.3122
C -1.2963 -2.4670 -2.5255
H -0.6578 -3.2853 -2.1392
H -1.0548 -2.3495 -3.5815
H -2.3484 -2.7428 -2.4012
O -0.8870 2.6800 -0.1733
C -1.0061 2.4815 1.0390
N -1.1426 3.4971 1.9808
C -1.0508 2.9912 3.3137
C -1.2566 1.4795 2.9981
O -1.5256 0.6637 3.9003
N -1.0519 1.2519 1.6854
C 0.3591 3.1049 3.8992
C 0.6179 2.4593 5.1160
C 1.9052 2.4625 5.6533
C 2.9415 3.0970 4.9610
C 2.6987 3.6940 3.7202
C 1.4030 3.7019 3.1930
C -2.1699 3.5298 4.1811
C -1.9332 4.2634 5.3499
C -3.0191 4.7744 6.0762
C -4.3287 4.5463 5.6401
C -4.5537 3.8304 4.4564
C -3.4728 3.3152 3.7365
H -1.0504 4.4532 1.6628
H -0.1999 1.9475 5.6301
H 2.0790 1.9701 6.6160
H 3.9515 3.1051 5.3811
H 3.5033 4.1641 3.1432
H 1.2044 4.1811 2.2295
H -0.9102 4.4366 5.6941
H -2.8189 5.3553 6.9776
H -5.1732 4.9353 6.2103
H -5.5607 3.6630 4.0794
H -3.6467 2.7400 2.8247
*
```

(3)
C39H54N5O2PtSi2Te | ωB97M-V/def2-TZVPD

The total energy is -2908.238190 hartree.

Structure (ORCA input):
```
! RIJCOSX wB97M-V def2-TZVPD def2/J DEFGRID3
* xyz 3 1
Pt -0.2004 0.1327 -0.0851
C 3.9406 -0.4360 0.6058
C 2.5837 -0.5675 0.4423
N 1.7897 0.4725 0.1006
C 2.3812 1.6460 -0.1637
C 3.7527 1.8379 -0.0983
C 4.5377 0.7884 0.3548
C 4.3950 3.1057 -0.5011
C 4.3216 3.7212 -1.6814
C 3.6203 3.2943 -2.9065
C 3.6972 4.0841 -4.0459
C 3.0312 3.6367 -5.1762
N 2.3578 2.4887 -5.1945
C 2.3747 1.7914 -4.0650
N 2.9480 2.1329 -2.9181
H 4.5196 -1.2950 0.9128
H 2.1028 -1.5156 0.6020
H 1.7379 2.4520 -0.4730
H 5.6075 0.9149 0.4632
H 5.0594 3.5360 0.2416
H 4.9004 4.6313 -1.7910
H 4.2611 5.0065 -4.0583
H 3.0346 4.2149 -6.0932
H 1.8543 0.8380 -4.0797
C -0.1618 5.6278 -4.0343
Si -1.2131 4.5413 -2.9586
C -2.0667 3.1748 -3.9123
C -2.4394 5.5260 -1.9478
C -0.0422 3.6503 -1.7433
Te -1.0951 2.5290 -0.2827
C -0.8179 3.7885 1.4053
Si 0.7625 4.0831 2.4380
C 1.9828 4.9951 1.3620
C 0.2041 5.2035 3.8161
C 1.3501 2.4425 3.1139
H -0.7647 6.1970 -4.7438
H 0.5523 5.0324 -4.6057
H 0.3949 6.3451 -3.4264
H -2.9181 3.5500 -4.4822
H -2.4387 2.4008 -3.2310
H -1.3768 2.7008 -4.6137
H -3.2072 5.9601 -2.5911
H -1.9494 6.3546 -1.4307
H -2.9551 4.9173 -1.1988
H 0.6090 4.3357 -1.1951
H 0.5910 2.9286 -2.2621
H -1.6131 3.4552 2.0793
H -1.1542 4.7443 0.9877
H 1.5573 5.9619 1.0794
H 2.2807 4.4798 0.4494
H 2.8968 5.2033 1.9239
H -0.1794 6.1483 3.4249
H 1.0373 5.4429 4.4802
H -0.5777 4.7479 4.4273
H 1.2866 1.6359 2.3813
H 0.7364 2.1563 3.9714
H 2.3832 2.4990 3.4620
C 1.0277 -4.9179 -0.9027
C -0.0111 -4.5349 0.1644
C 0.3915 -5.0757 1.5445
C -1.4115 -5.0220 -0.2349
C -0.0461 -3.0653 0.2366
N -0.0442 -1.9204 0.3021
H 1.0065 -6.0002 -1.0256
H 2.0341 -4.6323 -0.5976
H 0.8078 -4.4572 -1.8656
H 0.4799 -6.1594 1.4737
H -0.3567 -4.8407 2.3008
H 1.3541 -4.6780 1.8644
H -1.3759 -6.1032 -0.3627
H -1.7312 -4.5807 -1.1801
H -2.1467 -4.7945 0.5373
C -5.5325 1.9948 4.0825
C -5.8679 1.6821 2.6542
C -7.0690 2.1390 2.1007
C -7.4645 1.9042 0.7651
C -6.6714 1.1542 -0.0340
C -5.4463 0.6099 0.5025
N -4.6343 -0.1180 -0.2405
C -4.8780 -0.7857 -1.4061
C -6.1572 -1.2365 -1.8012
C -6.2940 -1.9015 -2.9983
C -5.1757 -2.1285 -3.7997
C -3.8949 -1.7418 -3.3897
C -3.7267 -1.1014 -2.1866
C -2.3320 -0.7587 -1.7461
O -1.3730 -0.8764 -2.4593
O -2.2278 -0.3308 -0.4880
C -5.0269 0.9102 1.8663
C -3.7884 0.3321 2.4606
H -6.2033 2.7498 4.4850
H -4.5109 2.3610 4.1827
H -5.6227 1.1019 4.7058
H -7.7228 2.7365 2.7272
H -8.3673 2.3634 0.3870
H -6.8810 1.0468 -1.0877
H -3.4943 -0.1634 -0.0649
H -7.0033 -1.1341 -1.1366
H -7.2613 -2.2749 -3.3052
H -5.2945 -2.6495 -4.7414
H -3.0276 -1.9431 -4.0039
H -3.2191 -0.3212 1.8068
H -4.0496 -0.2423 3.3537
H -3.1363 1.1396 2.8050
*
```

(4)
C39H55B2F4N8O7P2STi | ωB97M-V/def2-TZVPD

The expectation value of S² is 0.7681. Its relative energy (zero: lowest compared OMol25 entry of this formula, charge and spin) is 0.0000 eV.

Structure (ORCA input):
```
! RIJCOSX wB97M-V def2-TZVPD def2/J DEFGRID3
* xyz 0 2
Ti 0.4314 0.4660 -0.1654
C 5.5260 -1.0256 0.0530
C 4.4053 -1.9577 0.5356
C 5.0064 -3.1533 1.2736
C 3.6992 -2.4695 -0.7197
P 3.0765 -1.0011 1.4595
C 1.7710 -2.2643 1.8406
N 0.6264 -1.5275 2.3560
B 0.1140 -0.2771 1.8608
N -0.7751 0.2176 2.8932
C -1.5306 1.4403 3.1008
P -1.3672 2.7078 1.7557
C -0.3065 4.0482 2.5497
C -1.0039 4.9860 3.5405
C 0.8323 3.3529 3.3045
C 0.3002 4.8926 1.4188
C -3.1145 3.3973 1.6960
C -3.7236 3.7815 3.0558
C -3.0915 4.6224 0.7741
C -4.0121 2.3527 1.0241
C -0.8040 -0.7308 3.9184
C -1.5083 -0.7230 5.1112
C -1.3566 -1.8058 5.9719
C -0.5221 -2.8666 5.6412
C 0.1889 -2.8740 4.4456
C 0.0472 -1.7947 3.5898
C 3.6842 -0.5386 3.1903
C 3.7082 -1.6997 4.1896
C 2.7555 0.5418 3.7504
C 5.0799 0.0902 3.1128
H 6.0541 -1.5196 -0.7658
H 5.1328 -0.0820 -0.3336
H 6.2579 -0.7993 0.8208
H 5.6365 -3.7187 0.5813
H 5.6372 -2.8488 2.1066
H 4.2407 -3.8358 1.6449
H 4.4410 -2.9150 -1.3855
H 2.9648 -3.2382 -0.4956
H 3.1980 -1.6697 -1.2624
H 1.5115 -2.8033 0.9290
H 2.0978 -2.9967 2.5793
H -2.5925 1.1926 3.2101
H -1.2191 1.8837 4.0520
H -1.4990 4.4403 4.3452
H -0.2370 5.6165 3.9981
H -1.7290 5.6485 3.0701
H 0.5164 3.0367 4.2989
H 1.2205 2.4889 2.7722
H 1.6595 4.0548 3.4312
H -0.4573 5.2687 0.7286
H 0.8157 5.7548 1.8485
H 1.0355 4.3236 0.8559
H -3.4805 4.8043 3.3420
H -4.8114 3.7115 2.9953
H -3.4090 3.1282 3.8691
H -2.5461 5.4606 1.2033
H -2.6411 4.3789 -0.1917
H -4.1154 4.9560 0.5871
H -4.0191 1.3956 1.5433
H -5.0360 2.7341 1.0140
H -3.7036 2.1608 -0.0032
H -2.1599 0.0994 5.3715
H -1.8986 -1.8215 6.9075
H -0.4249 -3.7022 6.3201
H 0.8247 -3.7109 4.1909
H 2.7004 -2.0148 4.4625
H 4.2559 -2.5675 3.8315
H 4.1943 -1.3593 5.1084
H 1.7222 0.2138 3.8520
H 3.1119 0.8114 4.7485
H 2.7920 1.4330 3.1276
H 5.8614 -0.6580 3.0023
H 5.1648 0.8168 2.3053
H 5.2678 0.6178 4.0512
C -3.8556 -2.6679 -1.2917
N -3.3241 -1.6033 -2.1219
C -3.3170 -1.6058 -3.5000
C -2.5928 -0.5548 -3.9080
N -2.1446 0.0990 -2.7592
C -2.5723 -0.5888 -1.6537
S -2.2664 -0.3011 -0.0283
C -1.5694 1.3869 -2.7758
C -1.8708 2.2297 -3.8445
C -1.3115 3.4867 -3.8781
C -0.4990 3.8860 -2.8249
C -0.2862 2.9961 -1.7967
N -0.7992 1.7530 -1.7623
H -4.6513 -3.1658 -1.8408
H -4.2496 -2.2467 -0.3703
H -3.0589 -3.3729 -1.0549
H -3.7931 -2.3838 -4.0653
H -2.2905 -0.2538 -4.8903
H -2.5459 1.9037 -4.6188
H -1.5236 4.1521 -4.7034
H -0.0425 4.8636 -2.7919
H 0.3205 3.2767 -0.9482
F 1.2281 -2.2295 -2.7923
B 0.3413 -2.6081 -1.8528
F 0.2242 -1.3883 -0.8280
F 0.7214 -3.6456 -1.0533
F -0.9315 -2.7396 -2.3314
O 6.4388 4.3646 -2.2116
N 5.8065 3.8520 -3.1094
O 6.0510 3.9659 -4.2905
C 4.6556 3.0224 -2.7326
C 4.2727 2.9771 -1.4004
C 3.1899 2.1865 -1.0634
C 2.5217 1.3696 -2.0115
O 1.6605 0.4884 -1.6372
C 2.8876 1.5675 -3.3491
C 3.9673 2.3486 -3.7203
N 2.1082 0.9271 -4.4224
O 2.6734 0.7149 -5.4734
O 0.9419 0.6706 -4.1890
N 2.7359 2.1845 0.2659
O 1.4288 1.8610 0.4744
O 3.3796 2.6660 1.2118
H 4.7925 3.5437 -0.6426
H 4.2510 2.4312 -4.7584
*
```